1.
65
Properties=species:S:1:pos:R:3:mulliken_charge:R:1 method="wB97M-V/def2-TZVPD" homo_ha=-0.411 largest_force_ev_per_a=3.0 spin_multiplicity=1 orbital_gap_ev=8.03 e_tot_ev=-150804.412 charge=+1 relative_energy_ev=0.000
Lu 3.94343 -3.07276 17.97621 1.953
O 7.09328 -0.55790 19.15005 -0.705
C 5.96435 -0.98163 18.92204 0.164
O 5.48047 -2.14210 19.21240 -0.627
C 4.96805 -0.04786 18.30166 0.563
C 5.31377 1.29986 18.18128 -0.866
C 4.38352 2.16344 17.65961 -0.698
C 3.11532 1.66314 17.33746 0.851
C 2.16401 2.48390 16.71232 -0.633
C 0.91757 2.02486 16.39596 -0.920
C 0.61568 0.69855 16.70820 -0.418
C 1.51540 -0.16611 17.24615 -0.492
C 2.81937 0.30473 17.51573 0.167
N 3.74590 -0.56991 17.98614 0.266
H 6.33083 1.54530 18.48372 0.580
H 4.57854 3.23086 17.58675 0.400
H 2.40735 3.52502 16.63181 0.386
H 0.20848 2.61255 15.86243 0.435
H -0.40953 0.33272 16.55578 0.413
H 1.28239 -1.20814 17.44061 0.484
C 1.64060 -6.94095 18.16294 -0.881
C 2.57347 -7.96655 18.12476 -0.492
C 3.91097 -7.62744 17.95311 -0.847
C 4.28713 -6.29912 17.90266 0.792
N 3.37478 -5.31362 17.99193 0.011
C 2.08181 -5.62802 18.07613 -0.194
C 5.68635 -5.79761 17.67292 0.513
C 6.71347 -6.57659 17.12707 -0.869
C 7.96189 -6.08034 17.01028 -0.443
C 8.17073 -4.78458 17.43212 -0.920
C 7.08625 -4.04468 17.89224 -0.127
N 5.84991 -4.52123 17.97847 -0.092
H 0.55457 -7.07980 18.27593 0.386
H 2.25583 -8.98636 18.18513 0.470
H 4.63736 -8.39959 17.91622 0.468
H 1.40827 -4.83608 18.15329 0.627
H 6.43874 -7.57707 16.76176 0.316
H 8.73047 -6.69234 16.58198 0.488
H 9.14796 -4.32291 17.36230 0.452
H 7.17454 -3.00253 18.11455 0.360
C 3.02586 -3.16264 22.88546 -1.043
N 2.32723 -2.17489 22.03211 -0.105
C 2.40140 -0.75126 22.38404 -0.826
C 2.32817 -2.54817 20.79636 0.434
N 2.29002 -2.93867 19.71409 -0.458
H 4.08735 -2.83104 22.98086 0.335
H 2.96708 -4.11260 22.43494 0.400
H 2.59692 -3.16524 23.88233 0.346
H 3.37442 -0.58205 22.88395 0.296
H 1.65718 -0.49796 23.11732 0.298
H 2.27169 -0.20329 21.48225 0.351
Br 1.94051 -2.03263 9.50181 -0.159
C 2.34448 -2.25911 11.34471 0.229
C 3.66143 -2.46079 11.74737 -0.691
C 3.92229 -2.71211 13.09141 -0.153
C 2.90063 -2.69169 14.03446 0.033
C 1.59078 -2.39281 13.61315 -0.172
C 1.28183 -2.26544 12.24789 -0.767
C 3.21097 -2.87288 15.47373 1.339
O 2.30636 -2.96123 16.36270 -0.753
O 4.44012 -3.00236 15.85391 -0.909
H 4.40549 -2.40442 10.98222 0.453
H 4.94329 -2.98380 13.40296 0.419
H 0.78172 -2.20563 14.33559 0.351
H 0.25799 -2.16660 11.91106 0.431

---

2.
77
Properties=species:S:1:pos:R:3:mulliken_charge:R:1 method="wB97M-V/def2-TZVPD" homo_ha="-0.682 / -0.683" largest_force_ev_per_a=1.8 spin_multiplicity=2 orbital_gap_ev="3.18 / 3.90" e_tot_ev=-55089.396 s_squared=0.785 charge=+4
Tc -0.10667 0.68128 -0.43708 -1.194
C 2.57616 -1.51091 -3.15442 -0.924
C 2.82969 -2.69002 -2.46366 -0.926
C 2.23970 -2.87182 -1.22172 -0.678
C 1.44234 -1.86057 -0.68597 0.534
N 1.21348 -0.70913 -1.36379 1.050
C 1.75367 -0.55872 -2.57507 -0.612
C 0.80192 -1.92991 0.62945 0.321
C 0.98748 -2.93658 1.57397 -0.681
C 0.36099 -2.82735 2.80720 -1.604
C -0.46881 -1.74303 3.05657 -0.750
C -0.65747 -0.78985 2.05906 0.039
N -0.00875 -0.87821 0.87612 2.238
C -1.57852 0.35073 2.12853 0.911
C -2.40012 0.63126 3.21929 -0.979
C -3.28920 1.69561 3.14891 -0.811
C -3.34300 2.44374 1.97987 -0.923
C -2.47402 2.13205 0.94691 -0.333
N -1.60453 1.12464 1.01483 0.907
H 3.00201 -1.33368 -4.12923 0.549
H 3.47514 -3.44929 -2.88177 0.549
H 2.38929 -3.79185 -0.67787 0.592
H 1.52542 0.35766 -3.10375 0.534
H 1.62175 -3.78121 1.36287 0.608
H 0.50890 -3.57662 3.57034 0.572
H -0.94733 -1.65785 4.01854 0.670
H -2.35521 0.02243 4.10709 0.546
H -3.92500 1.94380 3.98581 0.536
H -4.04009 3.26029 1.86692 0.523
H -2.47008 2.73080 0.04503 0.431
C -2.82760 -0.17847 -3.94063 -0.494
O -2.41737 1.18934 -3.88004 -0.369
C -1.63004 1.31774 -2.85918 -0.069
N -1.32887 0.23329 -2.17877 0.948
C -1.80425 -0.88412 -3.01073 -0.075
C -2.31427 -2.13481 -2.36263 -0.353
C -2.60021 -3.21768 -3.21438 -0.735
C -3.13398 -4.38186 -2.70116 -0.734
C -3.34832 -4.49830 -1.33256 -0.620
C -3.05414 -3.42646 -0.48230 -0.764
C -2.52658 -2.25579 -0.99411 0.370
C -0.98559 2.58283 -2.52318 0.000
C -1.12044 3.80242 -3.18540 -0.703
C -0.36185 4.88184 -2.73618 -0.693
C 0.49863 4.72323 -1.65115 -0.689
C 0.56257 3.47335 -1.03904 -0.165
N -0.16036 2.42736 -1.47372 0.937
C 1.27096 3.15085 0.19498 0.389
N 1.13693 1.96344 0.73814 0.718
C 1.69951 2.05985 2.09225 -0.319
C 2.40445 3.44722 2.06306 -0.342
O 1.94621 4.04036 0.84854 -0.376
C 2.60936 0.96791 2.59764 -0.059
C 2.96754 1.01383 3.95439 -0.506
C 3.89639 0.12709 4.46688 -0.793
C 4.43279 -0.85890 3.64185 -0.626
C 4.07255 -0.91247 2.29206 -0.819
C 3.16186 -0.00908 1.77278 -0.044
H -2.81729 -0.51178 -4.97955 0.390
H -3.85463 -0.25067 -3.56217 0.387
H -0.93835 -1.19805 -3.62285 0.481
H -2.42257 -3.13548 -4.27479 0.504
H -3.37929 -5.20422 -3.35691 0.461
H -3.72020 -5.42397 -0.92094 0.457
H -3.24858 -3.52288 0.57336 0.511
H -2.31363 -1.41619 -0.34394 0.431
H -1.79572 3.89613 -4.02443 0.692
H -0.45514 5.84459 -3.21779 0.539
H 1.09479 5.54504 -1.28198 0.666
H 0.84138 2.10212 2.78192 0.437
H 3.49691 3.37318 2.02291 0.379
H 2.12729 4.10230 2.89229 0.377
H 2.53306 1.76749 4.59276 0.519
H 4.20827 0.19534 5.49977 0.471
H 5.10999 -1.59758 4.04875 0.475
H 4.51924 -1.65809 1.65258 0.506
H 2.90940 -0.02899 0.72064 0.605